40
Properties=species:S:1:pos:R:3:mulliken_charge:R:1 method="wB97M-V/def2-TZVPD" smiles=ClCCCl.ClCCCl.ClCCCl.ClCCCl.ClCCCl gap_ha=0.40287 homo_ha=-0.385 e_above_lowest_kj_mol=52.0 e_lumo_ev=0.494 energy_ha=-4994.94443
Cl 0.899 3.884 2.405 -0.15
Cl 0.902 1.074 0.230 -0.22
Cl -4.743 3.535 -3.313 -0.18
Cl 5.117 -2.987 -4.968 -0.17
Cl -3.408 0.819 2.414 -0.18
Cl 2.668 -2.694 -2.505 -0.18
Cl 2.851 1.400 3.892 -0.16
Cl 1.767 -2.800 2.092 -0.20
Cl -1.937 -2.341 2.855 -0.13
Cl -4.857 1.151 -1.164 -0.19
C 1.772 -1.333 1.087 -0.16
C -3.350 2.446 -3.062 -0.46
C 3.397 -3.424 -5.045 -0.43
C 2.841 -3.960 -3.745 -0.48
C 0.665 -0.315 1.309 -0.10
C 2.544 3.973 2.997 -0.41
C -3.697 -0.692 1.471 -0.41
C 2.744 3.151 4.243 -0.53
C -3.571 -1.952 2.289 -0.49
C -3.284 1.894 -1.647 -0.32
H 1.867 -4.414 -3.916 0.29
H 3.259 -4.157 -5.838 0.31
H 3.481 -4.760 -3.375 0.32
H 3.636 3.413 4.812 0.33
H 2.727 -0.811 1.213 0.33
H -3.170 2.732 -0.965 0.27
H 1.940 3.283 4.966 0.32
H -4.292 -1.870 3.101 0.36
H 1.886 -1.625 0.043 0.00
H -2.997 -0.575 0.647 0.21
H 0.696 0.005 2.342 0.31
H -2.540 1.130 -1.476 0.25
H -4.683 -0.617 1.019 0.36
H -2.494 3.080 -3.284 0.31
H -0.259 -0.729 0.924 0.05
H -3.337 1.652 -3.805 0.32
H 3.250 3.758 2.197 0.30
H 2.830 -2.549 -5.363 0.31
H -3.913 -2.780 1.667 0.30
H 2.791 5.007 3.256 0.31